{"formula": "C4H6N3", "method": "wB97M-V/def2-TZVPD", "elements": ["C", "C", "C", "C", "N", "N", "N", "H", "H", "H", "H", "H", "H"], "xyz": [[-1.02456, 0.79359, -0.20721], [0.34206, -0.95933, 0.12272], [-1.08193, -0.72155, 0.13211], [1.27063, 0.85359, -0.01516], [0.05345, 1.41362, -0.20645], [1.11269, -0.21052, 0.99309], [0.95157, -0.72324, -0.97149], [-1.98836, 1.34809, -0.15918], [-1.81004, -0.76441, 1.07951], [-1.58989, -1.25209, -0.68415], [2.30997, 1.33761, -0.14890], [0.73502, -0.01285, 1.96005], [0.71941, -1.10252, -1.89494]], "nbo_charge": [0.239, 0.496, -0.554, 0.386, -0.424, -0.590, -0.536, 0.255, 0.298, 0.281, 0.296, 0.420, 0.432], "multiplicity": 1, "molar_mass_da": 96.1, "homo_ha": -0.554, "relative_energy_kcal_mol": 107.0, "lumo_ha": -0.2052, "total_charge": 1, "gap_ev": 9.50, "max_force_ev_per_a": 4.00}